A | Molecular formula: C4H7NO
Method: DFT, the ωB97M-V functional and the def2-TZVPD basis

Calculated values
Kohn-Sham gap, eV: 9.74
Multiplicity: 1
Charge: 0
M, g mol⁻¹: 85.106
SMILES: C=C=N.C=CO

```
13
C4H7NO the ωB97M-V functional and the def2-TZVPD basis
C -2.027 -0.435 0.901
C -1.557 0.681 0.402
N -1.151 1.752 -0.043
H -1.650 -0.803 1.847
H -2.758 -1.013 0.349
H -0.329 1.615 -0.638
C 0.852 -0.851 -1.090
C 1.583 0.007 -0.386
O 1.636 -0.044 0.975
H 0.269 -1.618 -0.591
H 0.816 -0.786 -2.171
H 2.171 0.793 -0.861
H 2.147 0.702 1.306
```

***

B | Molecular formula: C4H7NO
Method: DFT, the ωB97M-V functional and the def2-TZVPD basis

Calculated values
Kohn-Sham gap (spin up / spin down), eV: 8.34 / 7.90
Multiplicity: 1
Charge: 0
M, g mol⁻¹: 85.106

```
13
C4H7NO the ωB97M-V functional and the def2-TZVPD basis
C -0.563 -1.417 0.311
C -0.256 1.536 0.150
C 0.792 0.617 0.670
N 0.561 -0.574 -0.173
C 0.225 0.059 -1.387
O -0.346 1.217 -1.148
H -1.551 -1.049 -0.003
H -0.421 -2.439 -0.050
H -0.541 -1.438 1.406
H -0.462 2.567 0.395
H 1.810 0.992 0.420
H 0.761 0.359 1.730
H -0.007 -0.430 -2.322
```

***

What should be chosen as the least stable of them? Choose B.

***

A | Molecular formula: C5H10N2O
Method: DFT, the ωB97M-V functional and the def2-TZVPD basis

Calculated values
Kohn-Sham gap, eV: 10.09
Multiplicity: 1
Charge: 0
M, g mol⁻¹: 114.148

```
18
C5H10N2O the ωB97M-V functional and the def2-TZVPD basis
C 0.765 -1.539 2.296
C -0.636 3.830 -0.877
C -1.143 -0.484 0.393
C -1.611 -1.716 -0.413
C 2.470 -1.486 0.391
N 1.567 -1.541 1.461
N -0.835 0.539 -0.235
O -0.194 3.610 0.204
H -0.012 4.058 -1.788
H -1.754 3.752 -1.108
H -1.185 -0.499 1.406
H -1.569 -2.731 -0.128
H -0.929 -1.600 -1.210
H -2.676 -1.382 -0.834
H 2.825 -2.417 -0.032
H 3.433 -0.953 0.757
H 2.043 -0.858 -0.473
H -0.561 1.416 0.189
```

***

B | Molecular formula: C5H10N2O
Method: DFT, the ωB97M-V functional and the def2-TZVPD basis

Calculated values
Kohn-Sham gap, eV: 10.42
Multiplicity: 1
Charge: 0
M, g mol⁻¹: 114.148
SMILES: [H]/N=C(\C)C(N)=O.C=C

```
18
C5H10N2O the ωB97M-V functional and the def2-TZVPD basis
H -1.425 -0.359 1.389
N -1.453 0.121 0.497
C -0.539 0.973 0.317
C 0.561 1.346 1.253
C -0.557 1.723 -1.003
N -1.446 1.215 -1.873
O 0.163 2.674 -1.226
H 0.232 1.304 2.285
H 0.930 2.341 1.011
H 1.380 0.636 1.127
H -2.037 0.466 -1.553
H -1.597 1.652 -2.764
C 1.489 -2.013 -0.124
C 0.437 -2.676 0.311
H 2.473 -2.167 0.288
H 1.418 -1.281 -0.917
H 0.509 -3.423 1.095
H -0.540 -2.531 -0.111
```

***

C | Molecular formula: C5H10N2O
Method: DFT, the ωB97M-V functional and the def2-TZVPD basis

Calculated values
Kohn-Sham gap, eV: 9.98
Multiplicity: 1
Charge: 0
M, g mol⁻¹: 114.148
SMILES: [H]/N=C\NCCCC=O

```
18
C5H10N2O the ωB97M-V functional and the def2-TZVPD basis
H -1.662 -2.999 -1.824
N -0.650 -3.061 -1.906
C 0.009 -2.367 -1.081
N -0.423 -1.680 0.027
C 0.511 -0.797 0.733
C 0.672 0.580 0.113
C -0.390 1.598 0.531
C 0.033 3.046 0.408
O -0.598 3.922 0.930
H 1.082 -2.235 -1.235
H -1.396 -1.434 0.113
H 1.458 -1.329 0.773
H 0.131 -0.692 1.754
H 1.709 0.865 0.301
H 0.553 0.443 -0.966
H -0.680 1.454 1.575
H -1.300 1.441 -0.055
H 0.943 3.245 -0.190
```

***

What should be chosen as the least stable of them? Choose A.

***

A | Molecular formula: C3H5N2S
Method: DFT, the ωB97M-V functional and the def2-TZVPD basis

Calculated values
Kohn-Sham gap (spin up / spin down), eV: 6.74 / 6.74
Multiplicity: 1
Charge: -1
M, g mol⁻¹: 101.154

```
11
C3H5N2S the ωB97M-V functional and the def2-TZVPD basis
C -0.848 0.407 0.115
C -1.871 -0.586 -0.475
C 0.765 0.418 -0.248
N -2.329 1.277 0.292
N -2.914 0.159 -0.084
S -4.500 -0.209 -0.073
H -0.809 0.084 1.188
H -1.872 -1.717 -0.342
H 0.946 -0.640 -0.372
H 1.112 0.975 -1.081
H 1.340 0.798 0.803
```

***

B | Molecular formula: C3H5N2S
Method: DFT, the ωB97M-V functional and the def2-TZVPD basis

Calculated values
Kohn-Sham gap (spin up / spin down), eV: 6.41 / 6.41
Multiplicity: 1
Charge: -1
M, g mol⁻¹: 101.154

```
11
C3H5N2S the ωB97M-V functional and the def2-TZVPD basis
C 0.964 -0.717 1.604
C 0.947 0.594 1.249
C -0.970 -0.649 -1.332
N 0.110 -0.351 -0.458
N 0.148 0.789 0.155
S -0.682 2.225 -0.314
H 1.857 -0.908 2.097
H 1.373 1.468 1.730
H -1.626 0.179 -1.786
H -0.454 -1.126 -2.113
H -1.667 -1.504 -0.832
```

***

What should be chosen as the least stable of them? Choose B.

***

A | Molecular formula: N2
Method: DFT, the ωB97M-V functional and the def2-TZVPD basis

Calculated values
Kohn-Sham gap, eV: 15.28
Multiplicity: 1
Charge: 0
M, g mol⁻¹: 28.014
SMILES: N#N

```
2
N2 the ωB97M-V functional and the def2-TZVPD basis
N 0.000 0.000 0.606
N 0.000 0.000 -0.606
```

***

B | Molecular formula: N2
Method: DFT, the ωB97M-V functional and the def2-TZVPD basis

Calculated values
Kohn-Sham gap, eV: 16.83
Multiplicity: 1
Charge: 0
M, g mol⁻¹: 28.014
SMILES: N#N

```
2
N2 the ωB97M-V functional and the def2-TZVPD basis
N 0.000 0.000 0.546
N 0.000 0.000 -0.546
```

***

What should be chosen as the least stable of them? Choose A.

***

A | Molecular formula: C4H3NO
Method: DFT, the ωB97M-V functional and the def2-TZVPD basis

Calculated values
Kohn-Sham gap, eV: 11.71
Multiplicity: 1
Charge: 0
M, g mol⁻¹: 81.074
SMILES: C#C[C@H](O)C#N

```
9
C4H3NO the ωB97M-V functional and the def2-TZVPD basis
C -1.496 0.955 -1.140
C -0.620 0.295 -0.648
C 0.432 -0.531 -0.028
O -0.066 -1.492 0.868
C 1.439 0.345 0.629
N 2.215 1.010 1.169
H -2.268 1.547 -1.583
H 0.951 -1.097 -0.809
H -0.587 -1.033 1.542
```

***

B | Molecular formula: C4H3NO
Method: DFT, the ωB97M-V functional and the def2-TZVPD basis

Calculated values
Kohn-Sham gap, eV: 10.41
Multiplicity: 1
Charge: 0
M, g mol⁻¹: 81.074
SMILES: C#C[C@H](O)C#N

```
9
C4H3NO the ωB97M-V functional and the def2-TZVPD basis
C -1.273 1.812 -0.105
C -0.581 0.821 -0.132
C 0.211 -0.419 -0.191
O -0.531 -1.552 -0.539
C 1.374 -0.551 0.658
N 2.477 -0.603 1.021
H -1.867 2.707 -0.068
H 1.362 -0.402 -0.789
H -1.173 -1.813 0.145
```

***

What should be chosen as the least stable of them? Choose B.

***

A | Molecular formula: C4H3NO
Method: DFT, the ωB97M-V functional and the def2-TZVPD basis

Calculated values
Kohn-Sham gap, eV: 10.18
Multiplicity: 1
Charge: 0
M, g mol⁻¹: 81.074
SMILES: N#C[C@H]1C=C1O

```
9
C4H3NO the ωB97M-V functional and the def2-TZVPD basis
N -2.212 -1.575 -0.971
C -1.178 -1.211 -0.550
C 0.228 -0.754 0.108
C 1.053 0.287 -0.672
C 0.396 0.785 0.368
O 0.069 1.903 0.979
H 0.640 -1.684 0.679
H 1.700 0.618 -1.476
H -0.696 1.631 1.536
```

***

B | Molecular formula: C4H3NO
Method: DFT, the ωB97M-V functional and the def2-TZVPD basis

Calculated values
Kohn-Sham gap (spin up / spin down), eV: 7.89 / 7.89
Multiplicity: 1
Charge: 0
M, g mol⁻¹: 81.074

```
9
C4H3NO the ωB97M-V functional and the def2-TZVPD basis
O 0.889 -0.563 1.345
C 0.194 0.077 0.360
C -0.478 -0.754 -0.587
C -1.059 -1.487 -1.352
C 0.174 1.505 0.247
N 0.052 2.685 0.167
H 0.549 -0.321 2.220
H 1.192 1.171 -0.332
H -1.553 -2.135 -2.048
```

***

C | Molecular formula: C4H3NO
Method: DFT, the ωB97M-V functional and the def2-TZVPD basis

Calculated values
Kohn-Sham gap, eV: 10.26
Multiplicity: 1
Charge: 0
M, g mol⁻¹: 81.074
SMILES: C=CC(=O)C#N

```
9
C4H3NO the ωB97M-V functional and the def2-TZVPD basis
C -0.235 1.606 0.026
C 0.362 0.432 -0.006
C -0.435 -0.786 0.100
O -1.607 -0.865 0.324
C 0.376 -1.998 -0.078
N 1.081 -2.858 -0.392
H 0.334 2.554 -0.034
H -1.315 1.596 0.163
H 1.439 0.318 -0.103
```

***

What should be chosen as the least stable of them? Choose B.